A cluster of 3 separate species, C5H14O2 in total. Source: OMol25; level of theory: ωB97M-V/def2-TZVPD.

Last column: Löwdin charge in e.
Geometry (Å):
C1 -0.500 -0.259 2.689  -0.1280
C2 -0.676 1.226 2.059  -0.2336
C3 0.030 1.166 0.576  -0.2590
C4 -0.166 2.319 -0.228  -0.2685
C5 0.469 2.582 -1.336  -0.0315
H1 -1.362 -0.124 3.365  0.0523
H2 0.517 -0.220 3.148  0.0702
H3 -0.641 -1.022 1.876  0.0651
H4 -0.147 2.090 2.787  0.1432
H5 -1.813 1.509 1.871  0.1174
H6 1.051 0.779 0.548  0.1162
H7 -0.607 0.413 0.005  0.1051
H8 -1.008 2.904 -0.135  0.0764
H9 1.329 2.024 -1.722  0.0520
H10 0.110 3.228 -2.228  0.0814
H11 0.814 -1.972 -1.297  0.0904
H12 -0.691 -1.988 -1.114  0.0304
O1 0.026 -1.351 -1.050  -0.0966
H13 0.585 -4.437 -3.835  0.0084
H14 1.522 -4.834 -2.765  0.0614
O2 1.158 -4.034 -3.214  -0.0526

Results
HOMO-LUMO gap = 9.239 eV
relative energy (zero: lowest compared OMol25 entry of this formula, charge and spin) = 259.8 kJ/mol